113
Properties=species:S:1:pos:R:3 method="wB97M-V/def2-TZVPD" charge=+3 homo_energy_ev=-16.33 total_energy_ha=-2670.599520 max_force_ev_per_a=0.67
W 0.9332 -0.7692 -1.1978
C 2.0464 -0.3006 -4.5180
N 0.9215 0.0170 -3.5731
C 0.8587 1.5150 -3.6047
C -0.3399 -0.5592 -4.1037
C -1.4696 -0.1563 -3.2034
N -1.1853 -0.5142 -1.7648
C -1.7879 0.5913 -0.9014
C -1.0626 1.9137 -0.8045
C -1.8530 3.0428 -0.7370
C -1.3148 4.3082 -0.4695
C 0.0586 4.3957 -0.2495
C 0.9295 3.3114 -0.3314
C 0.3261 2.0908 -0.6321
O 1.1286 0.9828 -0.9029
C 2.4286 3.4557 -0.0476
C 3.2425 3.1395 -1.3106
C 2.7935 4.8814 0.3806
C 2.8086 2.5233 1.1170
C -2.2351 5.5184 -0.4122
C -3.2718 5.2946 0.7023
C -2.9519 5.6554 -1.7657
C -1.4718 6.8112 -0.1253
C -1.9604 -1.7830 -1.4501
C -1.7798 -2.3739 -0.0672
C -2.5867 -3.4397 0.3054
C -2.5745 -3.9180 1.6142
C -1.8031 -3.2243 2.5518
C -0.9774 -2.1462 2.2404
C -0.9296 -1.8215 0.8847
O -0.0366 -0.8710 0.3891
C -0.2909 -1.3026 3.3251
C -0.6059 -1.8435 4.7215
C -0.8548 0.1268 3.2253
C 1.2350 -1.2566 3.1779
C -3.4442 -5.1145 1.9917
C -3.0727 -6.3033 1.0935
C -3.2540 -5.5256 3.4520
C -4.9192 -4.7427 1.7718
H 2.0087 0.4038 -5.3479
H 1.9553 -1.2882 -4.9568
H 3.0062 -0.1933 -4.0136
H 0.6151 1.8315 -4.6201
H 1.8339 1.9152 -3.3334
H 0.1165 1.9193 -2.9264
H -0.2370 -1.6450 -4.1614
H -0.5279 -0.1976 -5.1189
H -2.4054 -0.6262 -3.5047
H -1.6191 0.9194 -3.2450
H -1.9272 0.1804 0.0938
H -2.7809 0.7680 -1.3173
H -2.9227 2.9393 -0.8712
H 0.4756 5.3599 -0.0143
H 3.0174 3.8551 -2.1034
H 3.0636 2.1338 -1.7010
H 4.3063 3.2228 -1.0859
H 2.5864 5.6140 -0.4000
H 3.8634 4.9198 0.5841
H 2.2781 5.1802 1.2942
H 2.6046 1.4719 0.9149
H 2.2632 2.8034 2.0199
H 3.8743 2.6164 1.3292
H -3.9024 4.4246 0.5123
H -3.9263 6.1638 0.7649
H -2.7883 5.1671 1.6723
H -3.5601 4.7806 -2.0025
H -2.2383 5.8137 -2.5763
H -3.6198 6.5160 -1.7351
H -0.9764 6.7884 0.8474
H -2.1754 7.6425 -0.1078
H -0.7310 7.0305 -0.8969
H -1.7436 -2.5060 -2.2351
H -3.0111 -1.5012 -1.5561
H -3.2507 -3.8848 -0.4271
H -1.8567 -3.5366 3.5825
H -1.6748 -1.8243 4.9373
H -0.1132 -1.2151 5.4629
H -0.2378 -2.8617 4.8601
H -1.9419 0.1255 3.3199
H -0.5833 0.6073 2.2811
H -0.4499 0.7388 4.0324
H 1.6699 -2.2562 3.2468
H 1.6517 -0.6678 3.9960
H 1.5528 -0.7877 2.2477
H -2.0266 -6.5892 1.2291
H -3.2401 -6.0925 0.0359
H -3.6867 -7.1652 1.3535
H -2.2157 -5.7827 3.6744
H -3.8577 -6.4092 3.6550
H -3.5807 -4.7479 4.1448
H -5.1316 -4.5056 0.7277
H -5.2047 -3.8866 2.3852
H -5.5542 -5.5832 2.0516
F 0.5175 -2.7294 -1.9153
C 1.9024 -2.2890 -2.4344
F 2.7769 -3.1822 -2.0849
H 1.7420 -2.3417 -3.4982
N 1.2456 -3.9241 0.6786
C 2.2829 -3.1019 0.6071
N 2.3114 -1.8971 0.0163
C 3.6421 -1.4079 -0.0541
C 4.0502 -0.2623 -0.7195
C 5.4013 0.0513 -0.7488
C 6.3304 -0.7568 -0.1005
C 5.9282 -1.9044 0.5666
C 4.5798 -2.2223 0.5626
S 3.8011 -3.6286 1.2358
H 0.2973 -3.6296 0.4915
H 1.3594 -4.8157 1.1370
H 3.3482 0.4224 -1.1878
H 5.7326 0.9413 -1.2662
H 7.3782 -0.4916 -0.1181
H 6.6513 -2.5383 1.0620

=====

64
Properties=species:S:1:pos:R:3 method="wB97M-V/def2-TZVPD" homo_energy_ev=-7.22 total_energy_ha=-2388.929252 max_force_ev_per_a=3.74
C 2.7334 0.3701 0.1807
O 2.3686 -0.9817 -0.1741
C 1.4753 -1.5175 0.6715
O 1.0642 -0.9239 1.6577
C 1.0609 -2.8971 0.2061
C 2.1711 -3.9326 0.3722
C 1.5234 -5.1885 0.9365
C 0.0314 -4.8964 1.1144
N -0.0727 -3.4376 0.9182
C -1.2871 -2.8608 0.7630
C -1.7098 -1.9093 1.8053
C -2.9274 -1.0215 1.5927
C -4.0048 -1.7380 0.7947
C -3.4175 -2.4315 -0.4490
C -2.2965 -3.4338 -0.1215
H 3.4066 0.6725 -0.6161
H 1.8523 1.0193 0.2218
H 3.2438 0.3810 1.1483
H 0.8087 -2.7755 -0.8630
H 2.6102 -4.0938 -0.6153
H 2.9553 -3.5500 1.0361
H 1.6603 -6.0402 0.2682
H 1.9533 -5.4695 1.8989
H -0.5546 -5.4514 0.3609
H -0.3545 -5.1854 2.1012
H -0.8592 -1.2167 1.9293
H -3.3350 -0.7262 2.5608
H -2.6071 -0.1081 1.0684
H -4.5259 -2.5040 1.3947
H -4.7519 -0.9809 0.5014
H -4.2145 -2.9568 -0.9947
H -2.9806 -1.6505 -1.0837
H -1.7726 -3.7874 -1.0368
H -2.7547 -4.3044 0.3839
C -7.0005 0.3801 3.8695
C -6.7918 0.9232 5.1428
C -5.7819 0.4165 5.9684
C -4.9837 -0.6356 5.5116
S -3.7907 -1.3720 6.6676
N -2.5593 -0.2900 6.6748
F -1.8349 -2.7021 2.9390
S -1.1086 -0.9178 7.0587
C 0.0651 0.2758 6.3499
C 0.8101 -0.0494 5.2033
C 1.8491 0.7995 4.8010
C 2.1265 1.9701 5.5215
C 1.3733 2.2839 6.6655
C 0.3406 1.4370 7.0801
O -0.9049 -0.8212 8.4893
O -0.7327 -2.1117 6.3446
O -4.4594 -1.3536 7.9520
O -3.5106 -2.6177 6.0068
C -5.2151 -1.2203 4.2563
C -6.2250 -0.7005 3.4327
H -7.7825 0.7932 3.2263
H -7.4016 1.7497 5.5058
H -5.6164 0.8033 6.9689
H 0.6100 -0.9668 4.6456
H 2.4373 0.5516 3.9105
H 2.9332 2.6368 5.2105
H 1.5748 3.1903 7.2388
H -0.2361 1.6415 7.9818
H -4.6325 -2.0878 3.9415
H -6.4004 -1.1344 2.4442

=====

The HOMO-LUMO gap results, record by record, are as follows: 0.1983; 0.1230 Eh.